Here is 14 unconnected molecules or ions with the total composition H28O14 in a non-equilibrium geometry from the OMol25 dataset. Energies are from ωB97M-V/def2-TZVPD.

As for the total energy: -1070.05603 Ha. The energy above the lowest of the compared OMol25 structures with the same formula, charge and spin comes out at 91.0 kcal/mol. For the HOMO energy, the calculation gives -10.090 eV. The strongest force on any atom comes out at 2.20 eV Å⁻¹. The calculation puts the LUMO energy at -0.051 eV. Its orbital gap is 0.369 hartree.

Structure (ORCA input):
```
! wB97M-V def2-TZVPD RIJCOSX def2/J DEFGRID3
* xyz 0 1
H -0.50710 -0.71698 -0.06227
H -0.13995 0.74797 0.10856
H 0.07736 3.97865 -2.52681
H 1.45981 4.48494 -2.14926
H -0.69370 -1.98968 3.56150
H 0.01168 -1.46203 4.80007
H 1.84865 -2.30754 -1.79773
H 2.94987 -2.50634 -0.76921
H -3.70692 -3.54248 -1.06815
H -2.88975 -4.17382 0.04705
H -3.48033 0.79172 -0.33558
H -4.49696 -0.28147 -0.68880
H 0.67818 3.99716 1.89318
H 2.04410 3.49077 2.32662
H -3.21917 3.37165 1.42264
H -3.94449 2.62372 0.31604
H -2.31082 0.41052 2.18925
H -1.96085 0.98448 0.82612
H 3.64524 -0.54762 0.19492
H 4.96656 -0.40900 0.93312
H 2.59321 -0.12238 2.11672
H 1.30354 0.34347 1.46113
H 0.03946 -4.78995 -2.22726
H -1.37430 -5.28583 -1.97144
H 4.36629 -0.45770 -1.31396
H 4.79996 -0.82434 -2.72376
H -1.93246 1.49643 -4.86201
H -1.79735 2.22639 -3.53575
O 0.25155 -0.12863 0.02314
O 0.52283 4.63832 -1.98332
O -0.51626 -2.20402 4.48430
O 2.02802 -2.23781 -0.85329
O -3.44804 -3.41294 -0.14881
O -4.36209 0.67273 -0.70617
O 1.32809 4.07489 2.60069
O -3.14329 2.59915 0.85126
O -1.57257 0.52760 1.58076
O 4.26228 0.11203 0.53124
O 1.89745 -0.41362 1.51664
O -0.67300 -4.75362 -1.57912
O 5.06898 -0.90214 -1.80150
O -1.43516 1.48671 -4.03642
*
```

Mulliken atomic charge list, values in e, 6 entries: H 0.25; H 0.28; H 0.31; H 0.32; H 0.32; H 0.31